1.
The following is a DFT calculation (wB97M-V/def2-TZVPD) of C22H31N5O6S as an isolated structure in a non-equilibrium geometry.

## Properties
orbital gap	8.008	eV
total charge	0
ΔE to the lowest compared entry with this formula, charge and spin	2001.8	kJ/mol

Last column: Mulliken charge in e.
Cartesian coordinates (Å):
C: 1.6749 -0.8652 6.9946  -1.26
C: 0.7638 -1.2097 5.7695  -0.72
C: 0.9916 -0.3771 4.4737  0.23
C: 0.0514 -0.7542 3.4960  -1.35
N: 0.3112 0.1782 2.3530  0.75
C: -0.2495 1.2207 2.3087  0.16
O: -1.0464 1.6859 3.2107  -0.79
C: 0.2662 1.8742 0.8519  0.15
C: -0.5579 1.5533 -0.1992  -0.16
C: -0.2870 1.9025 -1.4925  0.31
C: 1.0310 2.3649 -1.7693  -1.30
C: 1.8660 2.8791 -0.6083  -0.78
C: 1.3166 2.7433 0.7243  -0.63
H: 1.9630 2.6919 1.4463  0.79
H: 2.6987 3.5608 -0.7813  0.45
H: 1.1537 2.6658 -2.6235  1.08
S: -1.3578 1.2398 -2.7306  1.52
O: -0.7087 1.4388 -3.9974  -0.81
O: -1.3542 -0.2510 -2.6423  -0.83
N: -2.7598 1.7623 -2.5202  0.33
C: -3.7882 1.1833 -2.9590  -0.70
H: -3.7099 -0.1176 -2.6803  0.24
C: -4.0990 1.2197 -4.5277  -0.55
H: -5.1263 0.7115 -4.7347  0.31
O: -3.9632 2.7447 -4.9309  -0.37
C: -3.0642 3.4203 -4.5306  -0.39
H: -3.2998 4.5790 -4.6250  0.26
C: -2.6639 3.1921 -3.0772  -0.78
H: -1.8337 3.6415 -2.6056  0.58
H: -3.6102 3.7623 -2.3583  0.35
H: -2.1081 2.9632 -5.0997  0.27
H: -3.1785 0.9776 -5.0236  0.46
H: -4.7489 1.4696 -2.4541  0.43
H: -1.6394 1.1142 0.0011  0.28
C: 1.1851 -0.5151 1.3890  -1.05
C: 0.7655 -1.3510 0.0684  -0.36
N: -0.4806 -1.3980 0.0247  -0.04
H: -1.3638 -1.3028 0.8538  0.44
H: -0.9799 -1.5080 -0.8526  0.24
N: 1.6124 -1.7856 -0.7509  0.50
C: 2.7369 -1.3605 -0.7364  0.38
O: 3.6104 -1.8917 -1.5191  -0.71
N: 3.3674 -0.7226 0.4930  -0.10
C: 2.5376 -0.1686 1.5779  0.52
O: 3.2614 0.3601 2.3867  -0.73
H: 4.2556 -0.3941 0.3284  0.25
C: 0.9588 -2.2626 -1.9480  -1.07
H: 1.7511 -2.2297 -2.6768  0.70
C: 0.7988 -3.7641 -1.6921  -0.34
C: 1.9309 -4.6769 -0.9521  -1.58
H: 2.7620 -4.5166 -1.7719  0.24
H: 2.2356 -4.1278 -0.1316  0.30
H: 1.6051 -5.5143 -1.0760  0.76
H: 0.1988 -4.2376 -2.5015  0.57
H: -0.3019 -3.7668 -0.9133  0.14
H: 0.1115 -1.9888 -2.4503  0.36
H: 0.2525 -1.7892 3.3292  0.51
H: -0.9613 -0.7129 3.9066  0.57
H: 2.0548 -0.4935 4.2341  0.12
H: 0.4898 0.5217 4.8622  0.15
H: 1.0630 -2.1787 5.5949  0.42
H: -0.2923 -1.2627 6.2104  0.32
H: 2.8283 -0.8165 6.6436  0.23
H: 1.5202 0.1000 7.4734  0.34
H: 1.5529 -1.4110 7.9377  0.40

***

2.
The following is a DFT calculation (wB97M-V/def2-TZVPD) of a 3-piece molecular cluster, C3H6O3 overall in a non-equilibrium geometry.

## Properties
orbital gap	9.831	eV
SMILES	C=C=O.C=O.O
total charge	0
ΔE to the lowest compared entry with this formula, charge and spin	277.1	kJ/mol

Last column: Mulliken charge in e.
Cartesian coordinates (Å):
C: 2.0419 -0.2085 0.6802  -1.10
C: 0.9524 -0.4773 0.0293  1.11
O: 0.1288 -1.0595 -0.5731  -0.49
H: 2.6502 -1.0410 0.9859  0.28
H: 2.4120 0.7738 0.8801  0.22
C: -2.0670 -0.7659 -0.4201  0.05
O: -2.1017 0.1923 0.3101  -0.54
H: -2.1794 -1.7975 -0.0581  0.24
H: -2.0405 -0.6669 -1.5162  0.22
O: 0.3131 1.5701 -0.3904  -0.68
H: 0.5231 2.1154 0.3758  0.34
H: -0.6328 1.3652 -0.3033  0.36

***

3.
The following is a DFT calculation (wB97M-V/def2-TZVPD) of a 2-piece molecular cluster, C4H4S overall in a non-equilibrium geometry.

## Properties
orbital gap (spin up / spin down)	5.467 / 7.213	eV
total charge	0
ΔE to the lowest compared entry with this formula, charge and spin	403.7	kJ/mol
spin multiplicity	3
expectation value of S²	2.01

Last column: Löwdin spin population.
Cartesian coordinates (Å):
C: -0.0177 0.4388 3.6156  0.73
C: 0.2168 0.7208 2.4681  0.60
C: 0.4844 -0.6629 -2.4737  0.00
C: 0.3485 -0.4584 -1.2891  0.01
S: 0.7001 1.5551 1.0494  0.48
H: -0.0758 0.0206 4.5921  0.06
H: 0.6763 -0.7036 -3.5364  0.00
H: 1.1401 2.5507 1.7650  0.10
H: 0.1833 -0.2491 -0.2891  0.02

***

4.
The following is a DFT calculation (wB97M-V/def2-TZVPD) of C41H57ClN7O4SeW as an isolated structure in a non-equilibrium geometry.

## Properties
orbital gap (spin up / spin down)	4.968 / 6.148	eV
total charge	-1
spin multiplicity	3
expectation value of S²	2.04

Last column: Löwdin spin population.
Cartesian coordinates (Å):
W: 0.2235 0.2459 -0.2216  1.27
N: 2.3427 -0.9429 0.6954  0.01
C: 2.5002 -2.1478 -0.1260  0.00
C: 1.1243 -2.7755 -0.3635  0.02
O: 0.9912 -3.9941 -0.4420  0.02
N: 0.1343 -1.8710 -0.4190  0.03
C: -1.1959 -2.4669 -0.3631  0.00
C: -2.1902 -1.4163 0.1734  0.00
O: -3.3783 -1.6689 0.2648  0.00
O: -1.6203 -0.3220 0.5452  0.03
H: 3.1380 -0.3200 0.5238  0.00
H: 2.3546 -1.1868 1.6861  0.00
H: 3.1468 -2.9056 0.3356  0.00
H: 2.9301 -1.8662 -1.0932  0.00
H: -1.1808 -3.3323 0.3175  0.00
H: -1.5437 -2.8459 -1.3323  0.00
C: -4.1208 1.8753 1.2639  0.00
C: -2.7294 2.5121 1.2521  0.00
C: -2.5263 3.3946 2.4860  0.00
C: -2.4654 3.3077 -0.0098  0.00
C: -3.3862 4.2429 -0.4573  0.00
C: -3.1479 4.9826 -1.5996  0.00
C: -1.9896 4.7750 -2.3233  0.00
C: -1.0458 3.8395 -1.9229  0.00
C: 0.2036 3.5961 -2.7290  0.00
C: 1.3952 4.3821 -2.1784  0.01
C: 0.0418 3.8997 -4.2172  0.00
C: -1.2812 3.1136 -0.7438  0.00
N: -0.3182 2.2152 -0.2015  -0.01
C: 0.4656 2.8112 0.7463  0.18
C: 0.9952 2.0236 1.7756  0.02
C: 1.7039 2.3848 2.9319  0.09
C: 1.6859 1.2655 3.7587  0.01
C: 0.9942 0.2529 3.0986  0.08
N: 0.5827 0.6887 1.8597  0.02
C: 0.5900 -1.0497 3.7560  0.01
C: -0.0401 -2.0529 2.7904  0.00
C: 1.7992 -1.6940 4.4554  0.00
C: -0.4634 -0.6928 4.8178  0.01
H: -4.2257 1.2623 2.1556  0.00
H: -4.2563 1.2235 0.4034  0.00
H: -4.9085 2.6261 1.2641  0.00
H: -2.0017 1.6896 1.3079  0.00
H: -3.1849 4.2619 2.4508  0.00
H: -1.4962 3.7402 2.5422  0.00
H: -2.7420 2.8207 3.3844  0.00
H: -4.2981 4.4026 0.0978  0.00
H: -3.8661 5.7210 -1.9253  0.00
H: -1.8099 5.3590 -3.2126  0.00
H: 0.4420 2.5345 -2.6319  0.00
H: 1.1937 5.4540 -2.1858  0.00
H: 2.2676 4.1691 -2.7888  0.00
H: 1.6311 4.0630 -1.1690  0.01
H: 0.0466 4.9750 -4.3963  0.00
H: -0.8788 3.4765 -4.6147  0.00
H: 0.8789 3.4610 -4.7542  0.00
H: 0.5120 3.8962 0.8037  0.01
H: 2.1526 3.3411 3.1168  0.01
H: 2.1236 1.1959 4.7379  0.00
H: 0.6914 -2.5071 2.1243  0.00
H: -0.8053 -1.5522 2.2027  0.00
H: -0.5122 -2.8623 3.3473  0.00
H: 2.6321 -1.8332 3.7654  0.00
H: 1.5341 -2.6692 4.8634  0.00
H: 2.1445 -1.0632 5.2720  0.00
H: -1.3312 -0.2443 4.3385  0.00
H: -0.0562 0.0249 5.5256  0.00
H: -0.7843 -1.5831 5.3590  0.00
Se: 2.0901 0.7312 -1.6967  0.12
C: -3.6182 -4.3267 -5.9144  0.00
C: -2.2772 -3.6575 -6.2325  0.00
C: -2.5391 -2.5832 -7.2988  0.00
C: -1.3428 -4.7092 -6.8438  0.00
C: -1.5836 -2.9738 -4.9908  0.00
O: -0.6187 -2.0534 -5.4777  0.00
C: -0.8481 -3.9427 -4.0361  0.00
C: -1.6425 -5.0598 -3.3516  0.00
C: -0.8284 -5.7464 -2.2834  0.00
C: -1.3240 -5.8869 -0.9949  0.00
C: -0.6073 -6.5659 -0.0262  0.00
C: 0.6230 -7.1014 -0.3552  0.00
Cl: 1.5107 -7.9946 0.8270  0.00
C: 1.1465 -6.9657 -1.6273  0.00
C: 0.4127 -6.2931 -2.5836  0.00
C: -2.6203 -2.1420 -4.2132  0.00
N: -2.0835 -1.0586 -3.4309  0.01
C: -0.8582 -0.8159 -2.8721  0.03
N: -0.9975 0.1617 -1.9235  0.00
C: -2.3353 0.4561 -1.9894  0.01
N: -2.9886 -0.2520 -2.8576  0.00
H: -3.9986 -4.7876 -6.8248  0.00
H: -4.3562 -3.6060 -5.5767  0.00
H: -3.5264 -5.1028 -5.1640  0.00
H: -2.8657 -3.0523 -8.2237  0.00
H: -1.6368 -2.0110 -7.4900  0.00
H: -3.3121 -1.8908 -6.9782  0.00
H: -1.7764 -5.0873 -7.7674  0.00
H: -1.2024 -5.5547 -6.1758  0.00
H: -0.3727 -4.2779 -7.0810  0.00
H: 0.2460 -2.4741 -5.5106  0.00
H: -0.4025 -3.3315 -3.2482  0.00
H: -0.0206 -4.3891 -4.5910  0.00
H: -1.9382 -5.8225 -4.0787  0.00
H: -2.5478 -4.6575 -2.8925  0.00
H: -2.2811 -5.4548 -0.7378  0.00
H: -0.9951 -6.6727 0.9750  0.00
H: 2.1118 -7.3849 -1.8670  0.00
H: 0.8156 -6.1989 -3.5812  0.00
H: -3.1828 -2.7999 -3.5403  0.00
H: -3.3336 -1.6790 -4.8970  0.00
H: 0.0889 -1.0975 -3.2890  0.00
H: -2.8123 1.2238 -1.4085  0.00